The following is a DFT calculation (the ωB97M-V functional and the def2-TZVPD basis) of a single C4H5BrFN molecule at a distorted geometry.

Geometry as XYZ:
```
12
Properties=species:S:1:pos:R:3:nbo_charge:R:1
C 0.194 -1.502 0.916 -0.491
C -0.370 -0.375 1.224 0.408
F -1.121 -0.283 2.300 -0.321
C -0.290 0.950 0.478 -0.302
N -0.576 0.672 -0.908 -0.411
C 0.311 0.655 -1.770 0.015
Br -0.022 0.368 -3.566 0.061
H 0.841 -1.704 0.045 0.211
H 0.127 -2.411 1.419 0.217
H 0.604 1.498 0.552 0.205
H -1.177 1.536 1.017 0.229
H 1.480 0.597 -1.706 0.179
```

## Properties
- gap between HOMO and LUMO (eV) = 10.65
- maximum force (hartree/bohr) = 0.065
- energy above the lowest of the compared OMol25 structures with the same formula, charge and spin (kJ/mol) = 20.2
- SMILES = C=C(F)C/N=C/Br
- electronic energy (eV) = -78476.982

***

The following is a DFT calculation (the ωB97M-V functional and the def2-TZVPD basis) of a single C26H23F4N9O molecule at a distorted geometry.

Geometry as XYZ:
```
63
Properties=species:S:1:pos:R:3:nbo_charge:R:1
N -1.776 -5.887 1.141 -0.320
C -1.894 -5.155 0.213 0.280
C -2.171 -4.110 -0.864 -0.492
C -2.210 -2.850 -0.282 -0.018
N -0.874 -2.646 0.204 -0.181
C 0.241 -2.456 -0.929 -0.033
C 1.325 -2.112 -0.154 -0.133
C 2.729 -2.110 -0.708 0.257
N 2.821 -1.855 -1.890 -0.468
C 3.955 -1.714 -2.626 0.193
N 5.041 -1.447 -1.782 -0.435
C 5.069 -1.578 -0.531 0.281
N 6.005 -1.222 0.366 -0.503
C 5.662 -1.174 1.499 0.055
C 4.205 -1.552 1.656 -0.389
C 3.810 -1.692 0.079 -0.085
C 0.911 -2.036 1.241 -0.051
N -0.482 -2.017 1.305 -0.205
C -2.700 -1.834 -1.247 -0.134
N -3.565 -1.030 -0.201 -0.454
C -3.574 0.137 0.412 -0.016
C -2.067 0.542 0.888 -0.407
C -2.060 2.099 1.223 -0.228
N -2.509 2.742 0.053 -0.407
C -1.730 3.632 -0.625 0.649
O -2.023 4.541 -1.556 -0.651
C -0.247 3.858 -0.312 -0.109
C 0.168 5.074 0.666 -0.141
C 1.486 5.226 0.774 -0.040
N 2.266 4.332 0.731 -0.348
C 2.065 2.984 0.269 0.092
C 2.938 1.787 0.087 0.974
F 2.990 1.444 -1.228 -0.296
F 2.761 0.880 0.884 -0.245
F 4.291 2.189 0.478 -0.379
C 0.539 2.923 -0.081 0.357
F 0.236 1.642 -0.848 -0.414
C -3.959 2.645 -0.341 -0.203
C -3.892 1.167 -0.878 -0.388
C -3.133 -2.183 0.742 -0.197
H -3.303 -4.380 -1.201 0.261
H -1.626 -4.571 -1.826 0.298
H 0.266 -2.646 -1.866 0.202
H 3.976 -1.552 -3.822 0.228
H 6.920 -0.882 0.196 0.422
H 6.196 -1.008 2.461 0.238
H 3.490 -1.659 2.547 0.237
H 1.282 -1.613 2.043 0.193
H -3.233 -2.011 -2.014 0.188
H -1.908 -0.930 -1.651 0.203
H -4.292 0.268 1.182 0.198
H -1.348 0.520 -0.013 0.222
H -1.848 -0.041 1.557 0.185
H -1.061 2.453 1.768 0.232
H -2.834 2.171 1.943 0.189
H -0.498 5.960 0.429 0.244
H 2.023 5.953 1.214 0.214
H -3.978 3.165 -1.126 0.230
H -4.415 2.708 0.541 0.201
H -4.913 0.928 -1.187 0.208
H -3.076 1.032 -1.789 0.225
H -3.829 -2.993 1.210 0.197
H -2.639 -2.056 1.575 0.219
```

## Properties
- gap between HOMO and LUMO (eV) = 6.70
- maximum force (hartree/bohr) = 0.362
- SMILES = N#CCC1(n2cc(-c3ncnc4[nH]ccc34)cn2)CN(C2CCN(C(=O)c3ccnc(C(F)(F)F)c3F)CC2)C1
- electronic energy (eV) = -53641.972

***

The following is a DFT calculation (the ωB97M-V functional and the def2-TZVPD basis) of a molecular structure, CClFN2O4 at a distorted geometry.

Geometry as XYZ:
```
9
Properties=species:S:1:pos:R:3:nbo_charge:R:1
C 0.411 -0.277 -0.177 0.349
N -1.051 -0.107 -0.746 0.525
N 0.570 0.644 1.082 0.537
O -1.853 0.281 -0.007 -0.313
O -1.231 -0.448 -1.847 -0.309
O 0.959 1.690 0.688 -0.333
O 0.297 0.214 2.103 -0.238
F 0.337 -1.894 0.350 -0.385
Cl 1.562 -0.103 -1.446 0.167
```

## Properties
- gap between HOMO and LUMO (eV) = 10.87
- maximum force (hartree/bohr) = 0.102
- energy above the lowest of the compared OMol25 structures with the same formula, charge and spin (kJ/mol) = 152.9
- electronic energy (eV) = -27438.539

***

The following is a DFT calculation (the ωB97M-V functional and the def2-TZVPD basis) of a molecular structure, C39H69F2O4PRb at a distorted geometry.

Geometry as XYZ:
```
116
Properties=species:S:1:pos:R:3:lowdin_charge:R:1
Rb 20.535 -6.617 11.014 0.849
C 15.356 1.076 11.760 -0.092
C 14.109 0.271 12.346 -0.205
C 14.403 -1.152 11.865 -0.279
C 13.248 -2.144 11.998 -0.282
P 13.658 -3.896 11.742 1.042
C 12.030 -4.786 11.727 -0.229
C 12.179 -6.355 11.691 -0.245
C 10.841 -7.053 11.696 -0.302
C 10.788 -8.537 11.497 -0.096
C 14.605 -4.027 10.193 -0.273
C 13.868 -3.472 8.978 -0.226
C 14.748 -3.560 7.714 -0.255
C 15.936 -2.618 7.553 -0.095
C 14.621 -4.419 13.258 -0.222
C 13.764 -4.413 14.581 -0.224
C 14.409 -4.935 15.881 -0.282
C 13.394 -4.961 16.981 -0.111
H 15.538 0.817 10.717 0.061
H 16.299 0.881 12.270 0.071
H 15.158 2.147 11.756 0.070
H 13.191 0.639 11.887 0.107
H 14.018 0.405 13.424 0.110
H 15.203 -1.520 12.507 0.105
H 14.762 -1.156 10.836 0.095
H 12.419 -1.798 11.380 0.109
H 12.922 -2.132 13.038 0.087
H 11.384 -4.376 10.951 0.101
H 11.537 -4.623 12.685 0.093
H 12.812 -6.745 12.488 0.109
H 12.658 -6.673 10.765 0.110
H 10.213 -6.706 10.876 0.113
H 10.370 -6.686 12.608 0.113
H 11.465 -8.905 12.268 0.078
H 11.201 -8.817 10.527 0.084
H 9.822 -9.040 11.544 0.085
H 14.597 -5.107 10.045 0.097
H 15.655 -3.750 10.283 0.099
H 13.607 -2.427 9.144 0.102
H 12.921 -4.004 8.882 0.113
H 14.163 -3.532 6.795 0.112
H 15.197 -4.550 7.633 0.110
H 16.555 -2.800 6.674 0.084
H 16.459 -2.757 8.499 0.054
H 15.649 -1.567 7.523 0.074
H 15.453 -3.720 13.335 0.085
H 14.970 -5.416 12.987 0.093
H 13.039 -5.215 14.438 0.096
H 13.380 -3.412 14.776 0.109
H 15.202 -4.263 16.210 0.108
H 14.931 -5.884 15.761 0.113
H 12.499 -5.494 16.661 0.078
H 13.076 -3.923 17.085 0.079
H 13.685 -5.331 17.965 0.087
C 18.000 -12.135 8.389 -0.145
C 16.913 -11.123 8.716 -0.562
O 17.143 -10.178 9.729 -0.446
H 18.037 -12.927 9.137 0.053
H 18.969 -11.656 8.246 0.048
H 17.824 -12.645 7.442 0.050
H 16.092 -11.786 8.988 0.066
H 16.618 -10.566 7.827 0.063
C 14.830 -12.880 14.332 -0.036
C 15.879 -13.570 15.140 -0.509
O 15.519 -14.179 16.134 0.056
C 17.294 -13.436 14.659 -0.021
H 14.510 -12.014 14.911 0.085
H 13.951 -13.486 14.111 0.089
H 15.204 -12.478 13.391 0.077
H 17.399 -13.770 13.627 0.091
H 17.970 -13.974 15.323 0.084
H 17.496 -12.365 14.684 0.086
C 18.395 -21.167 4.885 -0.036
C 18.162 -19.694 4.705 -0.493
O 18.726 -19.111 3.804 0.072
C 17.376 -19.023 5.799 -0.035
H 19.289 -21.523 4.372 0.081
H 17.573 -21.802 4.557 0.086
H 18.614 -21.390 5.929 0.079
H 17.122 -17.993 5.550 0.076
H 17.865 -18.860 6.760 0.087
H 16.365 -19.413 5.924 0.083
C 12.518 -12.862 5.224 -0.015
C 13.106 -12.461 3.856 -0.493
O 13.126 -13.220 2.896 0.056
C 13.489 -11.059 3.667 -0.046
H 11.767 -13.620 5.005 0.083
H 12.233 -12.001 5.830 0.073
H 13.286 -13.330 5.840 0.082
H 12.572 -10.469 3.652 0.090
H 13.934 -10.907 2.684 0.084
H 14.189 -10.598 4.364 0.086
F 18.265 -18.999 12.856 0.032
C 19.630 -18.857 12.897 -0.274
C 20.233 -18.027 12.046 -0.033
C 21.634 -17.947 12.097 -0.075
C 22.356 -18.619 13.073 -0.104
C 21.714 -19.490 13.928 -0.088
C 20.320 -19.629 13.864 0.006
H 19.709 -17.428 11.317 0.121
H 22.091 -17.249 11.411 0.102
H 23.429 -18.499 13.041 0.100
H 22.258 -20.124 14.612 0.103
H 19.862 -20.252 14.619 0.111
F 26.981 -9.078 3.974 0.039
C 26.181 -10.160 4.197 -0.266
C 25.292 -10.193 5.237 -0.045
C 24.521 -11.331 5.527 -0.071
C 24.597 -12.413 4.625 -0.085
C 25.509 -12.397 3.545 -0.079
C 26.278 -11.251 3.284 -0.003
H 25.236 -9.362 5.925 0.107
H 23.757 -11.287 6.289 0.098
H 23.957 -13.281 4.678 0.096
H 25.533 -13.170 2.791 0.101
H 27.057 -11.308 2.537 0.109
```

## Properties
- gap between HOMO and LUMO (eV) = 2.88
- maximum force (hartree/bohr) = 0.070
- net charge = +1
- electronic energy (eV) = -65120.151